No. 1
14
Properties=species:S:1:pos:R:3 method="wB97M-V/def2-TZVPD" charge=0 e_homo_ev=-8.724
C -0.563 -0.779 -0.206
H -1.664 -2.588 0.767
H -1.374 2.153 -0.775
H -1.937 0.785 0.195
C -1.162 -1.508 0.931
C -1.165 1.881 0.272
H -2.082 -1.031 1.754
H -0.233 -1.663 1.652
H -1.351 2.717 1.304
H 0.017 -1.588 -0.742
S 2.129 -0.288 -0.082
C 0.553 0.204 0.005
F -1.560 -0.482 -1.164
O 0.327 1.422 0.202

No. 2
117
Properties=species:S:1:pos:R:3 method="wB97M-V/def2-TZVPD" charge=-1 e_homo_ev=-4.319
H -1.317 -3.539 5.327
H -1.860 0.346 -2.712
O 0.145 -1.625 4.797
C 0.303 2.695 -6.048
N -3.291 0.327 5.085
C -1.224 3.129 1.170
H -1.735 6.436 1.597
H -4.008 -3.322 -2.476
O -4.216 -1.136 6.521
H 2.421 2.681 -6.144
H 2.527 1.221 2.976
O -0.414 0.927 1.357
H -6.190 -0.681 -1.592
C 3.482 -1.266 2.816
C 1.977 -0.929 -3.097
C -2.308 -2.434 -1.487
C 3.106 -2.676 2.352
C 1.587 -5.207 2.128
N -0.155 1.293 -2.044
C -2.577 -0.457 -0.431
N -2.477 2.666 1.255
O -2.373 2.110 4.048
N -1.009 0.325 4.576
Ba 1.103 -0.642 0.331
H 3.297 -3.332 3.211
C -0.912 4.474 1.270
C 3.434 1.107 2.382
C -0.339 -3.888 1.745
H 3.314 3.634 -8.749
H 2.340 4.240 -10.945
H -4.165 0.836 5.061
H -2.193 -2.008 7.969
N 1.721 -2.733 1.912
O 0.216 2.061 3.930
C -1.949 -1.577 5.900
F -0.929 -2.673 1.594
F 0.566 -1.618 -4.847
C -2.218 1.021 4.527
C -1.039 0.992 -2.997
C 0.871 2.071 -2.391
N 3.276 -0.305 -1.201
H 1.566 2.317 -1.597
C 4.399 0.329 -0.534
C 1.688 3.978 -10.121
C 2.243 3.643 -8.901
F 4.250 1.172 -5.722
O 1.003 2.475 0.608
C -3.419 3.541 1.456
C -1.405 -1.583 7.346
H -0.139 0.188 7.311
C -0.856 -1.004 5.027
H -0.562 -2.275 7.360
C -0.574 3.649 -9.300
H -3.224 -4.133 3.845
H 4.817 -1.384 0.670
H -0.689 -0.278 8.912
F 2.113 -0.272 -6.662
C -0.988 -0.216 7.866
H 5.335 0.231 -1.095
C 1.356 3.312 -7.883
C -3.628 -2.490 -1.903
H 4.478 -1.309 3.289
H -4.081 5.562 1.778
N 3.482 -0.218 1.773
H -4.512 0.446 -0.441
C -0.572 -6.264 1.874
Br -1.181 -3.905 -1.915
C 1.062 2.559 -3.676
H 1.917 3.190 -3.882
C -0.114 2.106 1.005
C 0.139 2.233 -4.659
C -4.443 -1.433 -1.530
C -3.246 -0.792 5.885
C -0.943 1.438 -4.305
H 3.822 -3.012 1.587
C -0.031 3.299 -8.064
H 0.121 4.773 1.177
C -2.271 -3.025 5.458
C 3.510 0.431 -4.864
F 4.885 1.232 -3.169
N 0.273 0.922 4.161
H 5.514 0.116 1.313
H -2.793 -3.497 6.292
C 3.835 0.443 -3.519
H -2.136 0.332 0.167
C -3.239 4.911 1.597
F -2.443 -4.892 1.435
C 1.648 -0.950 -4.426
C -1.126 -5.004 1.683
H -0.096 4.257 -11.289
N -1.765 -1.463 -0.788
H -4.105 -2.682 4.325
F 1.144 -1.590 -2.254
F 1.360 -7.547 2.260
H 4.256 1.414 -0.410
C 2.428 -0.268 -5.351
N -0.666 2.907 -6.893
H 2.757 -0.973 3.580
Br -5.216 2.865 1.586
C -3.913 -0.394 -0.771
H 3.418 1.877 1.613
O -5.742 -1.467 -1.922
H 4.307 1.271 3.034
C 4.618 -0.326 0.843
C -1.942 5.378 1.496
F 2.921 -5.411 2.259
H -2.623 -2.565 3.352
C -3.105 -3.096 4.178
C 0.790 -6.341 2.100
H -1.805 0.509 7.808
H -1.645 3.647 -9.448
H -1.686 1.157 -5.038
C 0.297 3.985 -10.318
F -1.338 -7.372 1.815
C 1.073 -3.904 1.935
C 3.103 -0.247 -2.522
N 1.547 2.945 -6.567

No. 3
23
Properties=species:S:1:pos:R:3 method="wB97M-V/def2-TZVPD" charge=0 e_homo_ev=-8.883 smiles=Cc1ccccc1.CC
H 1.610 -0.622 1.179
H -2.601 2.027 0.820
C 0.618 -0.156 1.133
H -0.374 2.718 -0.396
C -1.611 0.425 1.769
H -0.625 -2.402 1.881
H 0.450 -1.804 -4.272
H 2.233 -1.925 -4.251
C 0.652 1.050 0.434
H 0.902 -0.684 -2.196
C -0.450 1.889 0.276
C -1.590 1.545 1.052
C -0.499 -0.515 1.800
H -2.452 0.039 2.290
H 1.391 -0.738 -5.304
H 1.584 1.183 -0.220
H 0.314 -1.942 3.268
H 2.511 -0.085 -2.923
H -1.600 -1.865 3.149
C -0.583 -1.717 2.640
H 0.847 0.521 -3.178
C 1.358 -1.224 -4.338
C 1.407 -0.366 -3.074

No. 4
13
Properties=species:S:1:pos:R:3 method="wB97M-V/def2-TZVPD" charge=0 e_homo_ev=-8.762 smiles="C#CCC(O)=C=C"
H 3.364 -0.002 0.585
H 0.244 -0.480 -1.558
C 2.302 -0.171 0.498
C 1.300 0.707 0.527
H -0.034 0.139 2.342
H -3.328 1.837 -1.337
C -2.533 1.142 -1.197
O -0.511 -0.301 1.618
C -0.497 -0.499 -0.751
H -0.800 -1.542 -0.583
C 0.122 0.037 0.502
C -1.638 0.356 -1.053
H 2.010 -1.223 0.406

No. 5
12
Properties=species:S:1:pos:R:3 method="wB97M-V/def2-TZVPD" charge=+1 e_homo_ev=-14.705 smiles="CC#[N+]C1C=C1"
H -3.083 -1.588 0.305
C 2.546 -0.036 0.187
C 1.223 -0.123 -0.185
H -1.353 0.437 -1.687
H 2.811 -0.883 0.667
C -2.531 -0.692 0.207
H -2.197 1.426 1.032
H 3.235 -0.005 -0.630
C -1.249 0.050 -0.679
H 2.621 0.912 0.720
N 0.106 -0.040 -0.445
C -2.129 0.541 0.508

No. 6
72
Properties=species:S:1:pos:R:3 method="wB97M-V/def2-TZVPD" spin_multiplicity=6 charge=+3 e_homo_ev="-15.269 / -15.271"
H 3.432 1.091 -2.885
C -3.639 5.045 1.242
H 0.056 1.207 4.455
H -3.349 -1.926 0.487
C 0.212 -0.359 -4.277
H -0.051 -3.515 -1.759
H 0.415 -1.415 -4.045
C -3.461 -0.950 -0.001
H 1.759 1.513 2.316
H -2.441 4.205 -0.425
H -3.899 5.953 0.699
H 3.148 1.423 3.328
C -0.387 0.219 4.621
C 2.777 0.482 -3.523
H -2.559 0.571 -3.341
Dy 0.450 0.411 -0.310
H -2.309 1.881 3.180
P -2.172 -0.727 -1.300
H -1.304 -2.815 2.139
H 2.759 0.831 -0.529
C 0.711 -3.601 -0.972
C 3.464 -0.890 -0.419
C -2.369 3.004 1.359
H 0.642 -0.102 -5.258
H 5.296 -1.636 -1.077
H 1.590 -4.017 1.683
H -1.458 0.203 4.876
H 1.710 -3.398 -1.382
H -2.410 -3.154 -1.721
H -4.634 5.493 3.054
H -4.452 -0.887 -0.479
S -1.512 1.700 0.570
P 0.345 -2.438 0.400
H -1.901 -3.422 0.533
C -3.991 4.782 2.570
C -3.027 0.519 -2.349
C 0.712 2.366 -3.724
C 1.667 -2.928 1.565
H 6.594 -0.728 0.898
P 1.025 0.702 -3.021
C -2.565 -2.231 -2.294
N 2.713 1.179 2.405
H 5.266 0.488 2.696
H 2.657 -2.678 1.171
C 0.319 -0.903 4.516
H -3.355 -0.156 0.745
H 1.514 -2.443 2.537
H 0.693 -4.617 -0.549
H 1.283 3.115 -3.157
H -3.618 -2.201 -2.620
H -0.873 -0.191 -4.285
N 2.840 0.180 0.285
C -2.827 4.105 0.593
C -1.036 -3.337 1.207
H -0.655 -4.343 1.443
H -0.148 -1.896 4.686
C 4.801 -1.106 -0.277
H -1.933 -2.288 -3.188
H -3.778 3.522 4.385
C 5.500 -0.618 0.839
C 3.493 0.546 1.507
H 2.884 0.810 -4.568
C -2.767 2.745 2.687
C -3.558 3.688 3.330
H -0.359 2.599 -3.651
H 2.839 -1.335 -1.169
H -2.962 1.497 -1.861
C 4.771 0.086 1.791
H 1.392 -0.917 4.278
H 3.080 -0.570 -3.427
H -4.081 0.214 -2.452
H 1.029 2.366 -4.778

Q: Which of these has the highest charge?
A: C22H43DyN2P3S

Q: Which value of charge does entry 4 give?
A: 0